Record 1
{"formula": "C17H30CdN10O3PS2", "method": "wB97M-V/def2-TZVPD", "homo_lumo_gap_ha": 0.2851, "spin_multiplicity": 1, "total_charge": 1, "species": ["Cd", "S", "S", "P", "O", "O", "O", "N", "N", "N", "N", "N", "N", "N", "N", "N", "N", "C", "C", "C", "C", "C", "C", "C", "C", "C", "C", "C", "C", "C", "C", "C", "C", "C", "H", "H", "H", "H", "H", "H", "H", "H", "H", "H", "H", "H", "H", "H", "H", "H", "H", "H", "H", "H", "H", "H", "H", "H", "H", "H", "H", "H", "H", "H"], "positions_angstrom": [[-0.973, 0.577, -0.059], [-3.387, 3.488, -0.138], [-1.140, 5.469, -0.188], [0.180, -2.728, -0.450], [1.076, 1.087, 0.490], [-0.760, -1.511, -0.564], [3.519, 0.495, 0.992], [-5.051, -0.085, 1.509], [0.290, -3.235, 1.131], [1.632, -2.173, -0.936], [0.507, 3.306, 0.082], [-2.983, 0.159, 0.766], [-0.803, 2.836, -0.075], [-6.031, -0.386, -0.676], [-3.801, -0.103, -0.274], [-0.373, -3.964, -1.299], [-4.952, -0.216, 0.170], [2.783, 2.735, 0.574], [2.901, -2.778, -0.550], [-1.580, 3.813, -0.119], [0.591, -2.263, 2.180], [-2.800, 6.145, -0.071], [5.117, 2.251, 0.992], [5.467, 3.596, 0.895], [4.502, 4.501, 0.629], [1.780, -1.205, -1.964], [3.807, 1.812, 0.916], [0.495, -4.618, 1.568], [3.164, 4.085, 0.473], [1.399, 2.344, 0.358], [-3.744, 5.167, -0.797], [-1.719, -4.550, -0.929], [0.040, -4.238, -2.686], [-3.783, 0.134, 1.816], [-6.305, 0.554, -0.943], [1.700, -2.079, 2.240], [-1.539, -5.615, -0.930], [1.003, -3.802, -2.894], [2.777, -3.467, 0.296], [-3.601, 5.111, -1.831], [3.638, -1.996, -0.327], [3.334, -3.363, -1.355], [1.296, -4.741, 2.283], [-0.717, -3.895, -3.393], [2.527, 0.372, 0.998], [-0.415, -5.065, 2.045], [0.825, -1.109, -2.492], [2.144, -0.183, -1.586], [-2.054, -4.304, 0.077], [2.422, 4.814, 0.218], [6.557, 3.829, 0.834], [5.837, 1.418, 1.164], [2.502, -1.506, -2.706], [-3.036, 6.375, 0.993], [-4.796, 5.396, -0.550], [-3.446, 0.242, 2.835], [0.212, -1.267, 1.950], [4.706, 5.576, 0.553], [0.254, -2.606, 3.143], [0.095, -5.307, -2.854], [-2.497, -4.319, -1.600], [0.721, -5.226, 0.697], [-6.724, -0.906, -0.120], [-2.791, 7.123, -0.510]], "atomic_forces_ev_per_a": [[0.80, 0.13, 0.03], [1.15, 0.82, -0.15], [0.83, 0.42, 0.16], [-0.58, 2.55, 1.40], [0.02, 0.00, 0.02], [0.30, -0.78, 0.20], [-0.13, -0.65, 0.51], [0.18, -0.07, -0.52], [-0.07, -0.10, 0.04], [0.86, -1.06, 0.67], [1.50, -1.43, 0.06], [-1.50, -0.61, -1.34], [2.09, -1.04, 0.33], [0.06, -0.44, 0.51], [3.19, 0.55, -1.26], [-1.33, -1.21, -0.44], [-1.44, 0.04, 1.99], [1.33, 1.08, 0.40], [0.17, -0.31, 0.41], [-3.75, 0.48, -0.26], [1.61, 0.81, -0.82], [-0.46, -0.42, 0.50], [0.70, -1.44, 0.69], [2.02, -1.72, -0.56], [-2.14, 1.63, -0.18], [-0.28, 2.26, -0.63], [-1.29, 0.47, -1.02], [-1.11, -0.63, -0.50], [0.85, -0.41, 0.07], [-2.09, 0.64, -0.11], [-0.71, 0.09, 2.62], [2.13, -0.49, 0.72], [-0.67, -0.19, 0.34], [-0.58, -0.05, 1.37], [-0.55, -0.24, -0.02], [-0.75, -0.40, 0.14], [-0.30, -0.46, -0.08], [0.21, 0.20, -0.07], [0.05, 0.41, -0.07], [0.28, 0.31, -1.54], [-0.30, -0.08, 0.28], [-0.04, -0.19, -0.39], [0.41, 0.35, 0.10], [0.10, 0.38, 0.00], [0.90, 0.47, -0.29], [0.53, 0.54, -0.33], [0.23, 0.40, 0.09], [-0.68, -1.37, -0.31], [0.36, 0.37, 0.02], [-0.31, 0.21, -0.01], [-1.11, 0.05, 0.46], [-0.29, 1.02, -0.14], [0.37, -0.38, -0.27], [-0.15, -0.77, -0.63], [0.43, -0.14, -0.24], [-0.04, 0.13, -0.04], [-0.43, -0.17, 0.05], [0.06, -0.54, -0.07], [-0.34, -0.10, 0.29], [0.21, -0.32, 0.21], [-0.72, 0.56, -1.11], [0.06, -0.17, 0.00], [0.06, 0.64, -0.54], [0.07, 0.42, -0.73]]}



Record 2
{"formula": "C17H30Cl12F3N3O5", "method": "wB97M-V/def2-TZVPD", "smiles": "CCOC(=O)C(F)(F)F.ClC(Cl)Cl.ClC(Cl)Cl.ClC(Cl)Cl.ClC(Cl)Cl.CN(C)C=O.CN(C)C=O.CN(C)C=O", "homo_lumo_gap_ha": 0.3311, "relative_energy_kcal_mol": 0.00, "spin_multiplicity": 1, "total_charge": 0, "species": ["Cl", "Cl", "Cl", "Cl", "Cl", "Cl", "Cl", "Cl", "Cl", "Cl", "Cl", "Cl", "F", "F", "F", "O", "O", "O", "O", "O", "N", "N", "N", "C", "C", "C", "C", "C", "C", "C", "C", "C", "C", "C", "C", "C", "C", "C", "C", "C", "H", "H", "H", "H", "H", "H", "H", "H", "H", "H", "H", "H", "H", "H", "H", "H", "H", "H", "H", "H", "H", "H", "H", "H", "H", "H", "H", "H", "H", "H"], "positions_angstrom": [[-0.480, 3.860, 4.202], [-4.370, -1.581, 0.531], [-3.460, -0.286, -2.028], [-3.243, 3.659, -2.318], [0.383, -0.438, 3.027], [2.044, 4.769, 3.183], [-6.160, 0.108, -1.068], [3.134, -0.756, 2.487], [-4.064, 4.002, 0.466], [-1.881, 5.541, -0.621], [-0.103, 4.218, 1.266], [1.394, -3.070, 2.392], [5.194, 4.173, 1.418], [3.360, 3.346, 0.741], [4.581, 2.207, 2.107], [-1.590, -3.306, -2.924], [5.291, 1.087, -0.109], [-6.093, -0.426, 4.774], [-1.923, 1.053, 0.307], [5.845, 3.081, -1.001], [0.010, -4.183, -4.293], [-4.127, 0.116, 3.787], [-0.070, -0.115, -0.349], [0.625, 3.766, 2.804], [1.237, -0.062, -1.001], [-0.774, 1.022, -0.077], [-2.758, -0.313, 3.514], [-4.532, 1.321, 3.100], [-1.255, -4.076, -3.803], [-4.906, -0.634, 4.587], [5.357, 2.413, -0.144], [-0.680, -1.432, -0.238], [-4.487, -0.159, -0.576], [5.659, 0.359, -1.302], [1.118, -3.450, -3.710], [1.755, -1.525, 3.226], [0.334, -5.436, -4.992], [-2.700, 3.996, -0.691], [4.641, 3.026, 1.063], [4.752, 0.572, -2.502], [1.042, -0.281, -2.055], [-0.084, 1.844, -0.341], [1.939, -1.755, 4.268], [-1.760, -1.407, -0.131], [0.716, -2.792, -2.939], [1.951, -4.040, -3.333], [4.420, 1.597, -2.662], [-0.038, -1.928, 0.488], [5.549, -0.692, -1.043], [-5.445, 1.750, 3.512], [1.951, -0.819, -0.678], [3.923, -0.125, -2.580], [-3.774, 2.103, 3.176], [-0.687, -2.005, -1.175], [0.972, 2.741, 2.863], [-4.323, -1.400, 5.116], [1.108, -6.046, -4.523], [-0.555, -6.060, -5.049], [-4.757, 1.255, 2.032], [1.651, 0.935, -0.864], [-2.016, 3.216, -0.374], [0.687, -5.239, -6.006], [-1.898, -4.929, -4.070], [6.698, 0.633, -1.476], [-4.102, 0.624, 0.067], [-2.099, 0.451, 3.938], [-2.507, -0.398, 2.456], [5.403, 0.356, -3.355], [-2.541, -1.283, 3.956], [1.519, -2.754, -4.453]], "atomic_forces_ev_per_a": [[-0.32, 0.12, -0.43], [-0.10, 0.14, -0.66], [-0.32, -0.20, 0.52], [-0.11, -0.17, -0.17], [-0.17, -0.02, 0.43], [-0.14, 0.05, -0.23], [0.25, 0.06, 0.25], [0.63, 0.04, 0.04], [0.24, -0.15, -0.28], [-0.05, 0.53, -0.42], [0.45, -0.24, 0.96], [0.19, 0.13, 0.38], [0.60, 0.00, 0.19], [0.24, -0.59, -0.43], [0.24, -0.10, 0.16], [-0.17, 0.44, -0.59], [-0.86, -0.05, 0.38], [0.38, -0.32, 0.13], [-0.18, 0.67, 0.43], [0.14, 0.26, -0.20], [0.42, -1.60, -0.18], [1.12, -0.30, -1.10], [-0.64, 0.14, -0.07], [0.47, -0.06, 1.01], [-0.97, 0.11, -0.44], [1.75, -1.64, -1.04], [0.08, 0.52, 0.30], [-0.77, 0.81, 0.05], [0.63, -0.53, 1.89], [-1.02, 0.89, 0.03], [0.04, -0.65, -0.34], [0.44, -0.22, -0.76], [0.16, -0.39, 0.19], [-0.22, 0.10, 0.08], [-0.44, 1.44, -0.48], [-0.40, -0.32, -0.76], [-0.03, 0.36, -0.48], [-0.37, -0.06, 0.45], [-1.06, 0.72, 0.29], [0.78, 0.31, -0.71], [0.38, 0.28, -0.20], [-0.66, 0.69, 0.41], [-0.03, 0.18, -0.02], [0.15, 0.35, 1.22], [0.02, -0.28, 0.24], [-0.31, -0.45, 0.05], [-0.04, -0.02, 0.25], [-0.89, -0.62, 0.25], [0.46, 0.09, 0.40], [0.01, -0.34, 0.39], [-0.19, 0.00, 0.60], [-0.16, 0.06, 0.38], [0.28, -0.21, 0.18], [0.80, 0.30, -0.20], [-0.05, -0.03, -0.72], [-0.12, -0.30, -0.06], [0.01, 0.32, 0.45], [-0.05, 0.06, -0.12], [0.23, -0.70, -0.05], [0.19, -0.04, -0.16], [-0.21, 0.00, 0.00], [-0.08, 0.05, -0.06], [-0.16, 0.34, -0.60], [-0.03, -0.21, -0.38], [-0.14, 0.37, -0.50], [0.26, -0.16, 0.04], [-0.44, 0.13, -0.13], [-0.19, -0.02, -0.15], [-0.11, 0.07, 0.23], [0.19, -0.15, -0.12]]}



Record 3
{"formula": "C17H30GaNO2P2Te", "method": "wB97M-V/def2-TZVPD", "homo_lumo_gap_ha": [0.1194, 0.1193], "relative_energy_kcal_mol": 130.15, "spin_multiplicity": 1, "total_charge": 0, "species": ["Te", "Ga", "P", "P", "O", "O", "N", "C", "C", "C", "C", "C", "C", "C", "C", "C", "C", "C", "C", "C", "C", "C", "C", "C", "H", "H", "H", "H", "H", "H", "H", "H", "H", "H", "H", "H", "H", "H", "H", "H", "H", "H", "H", "H", "H", "H", "H", "H", "H", "H", "H", "H", "H", "H"], "positions_angstrom": [[-0.624, -0.120, 1.964], [0.060, 1.499, -0.051], [2.091, 0.363, 0.970], [-1.977, 0.673, -1.075], [2.029, -3.549, -0.229], [-1.179, -5.043, -3.509], [0.905, 0.437, -1.752], [2.653, -1.309, 1.305], [-3.127, 1.876, -1.678], [-1.361, 1.523, 3.144], [-0.613, 1.921, 4.260], [0.173, 0.054, -2.844], [-1.269, 0.364, -2.792], [-2.887, 3.364, 3.391], [2.217, -0.235, -4.149], [3.076, 0.724, -0.570], [2.902, 1.293, 2.289], [2.935, 0.165, -3.017], [-2.858, -0.808, -0.626], [2.262, 0.389, -1.801], [0.826, -0.388, -4.018], [-2.160, 3.793, 4.529], [-1.006, 3.071, 4.950], [-2.489, 2.230, 2.695], [3.743, -1.337, 1.470], [2.217, 1.294, 3.145], [-1.833, -4.483, -2.966], [-1.798, -4.734, 0.722], [0.216, -0.548, -4.918], [0.105, 3.055, -0.138], [-2.468, 4.665, 5.066], [2.448, -4.358, 0.073], [0.256, 1.348, 4.569], [-3.007, -0.864, 0.452], [-3.022, 1.897, 1.802], [-1.438, 1.404, -3.230], [2.718, -0.390, -5.131], [2.222, -1.651, 2.246], [4.017, 0.129, -0.568], [-0.438, 3.405, 5.809], [-1.939, -0.114, -3.583], [3.390, 1.790, -0.578], [-3.783, 1.386, -2.385], [1.074, -3.480, 0.006], [-2.339, -1.736, -0.854], [2.326, -1.966, 0.460], [-3.768, 2.334, -0.950], [-2.629, 2.693, -2.180], [-3.765, 3.922, 3.052], [3.824, 0.756, 2.543], [-3.863, -0.782, -1.040], [3.124, 2.313, 1.966], [-0.642, -4.316, -3.950], [4.032, 0.199, -3.013]], "atomic_forces_ev_per_a": [[-1.33, 0.36, 1.57], [-0.14, -1.55, 1.02], [1.54, 1.26, -1.41], [1.03, -0.35, -2.00], [-0.53, 0.39, -0.73], [-0.51, 2.95, 0.11], [0.40, -0.28, -0.75], [-0.44, -0.37, -0.14], [-1.34, 0.59, -0.15], [0.23, -0.51, -0.37], [-0.78, 0.57, -0.25], [1.78, 0.12, -0.27], [-1.98, 1.31, -1.35], [0.35, 0.37, 0.73], [-0.25, 0.04, 0.30], [1.18, -0.16, 0.41], [0.14, 0.14, 0.04], [-0.15, -0.82, 0.21], [-0.80, -0.21, 0.84], [0.16, 0.41, -0.86], [-0.29, 1.13, -0.10], [0.77, -1.40, -0.76], [-1.16, 0.29, -0.60], [0.59, -0.03, 0.47], [-0.25, 0.19, -0.48], [0.25, 0.11, -0.09], [1.41, -1.53, -0.81], [0.26, 0.49, -0.25], [0.25, -0.31, 0.58], [0.19, -0.21, 0.01], [-0.13, 0.39, 0.23], [-0.74, -0.22, 0.20], [-0.14, 0.09, -0.02], [0.14, 0.16, 0.08], [0.06, 0.07, 0.32], [0.94, -0.81, 0.59], [-0.47, 0.02, 0.98], [-0.30, -0.12, -0.15], [-0.48, 0.38, -0.33], [-0.07, 0.03, 0.00], [0.94, -0.45, 1.40], [-0.35, -0.47, -0.03], [-0.26, -0.07, -0.36], [0.68, -1.13, 0.02], [0.17, -0.06, -0.24], [0.68, 0.42, 1.03], [-0.26, 0.07, 0.69], [0.33, 0.12, -0.07], [0.29, -0.12, 0.20], [-0.15, 0.32, 0.11], [-0.01, -0.16, -0.48], [-0.06, -0.07, 0.20], [-0.85, -1.49, 0.78], [-0.56, 0.11, -0.08]]}